# C30H57Br2F4N13O22S2

12 unconnected molecules or ions with the total composition C30H57Br2F4N13O22S2 (the ωB97M-V functional and the def2-TZVPD basis, OMol25).

Each line ends with the Mulliken charge.
Cartesian coordinates (Å):
Br -1.69735 5.04537 -2.45996  -0.05
Br -3.57520 4.44120 1.30126  -0.15
S -5.02978 -3.27619 -1.54818  0.05
S -0.91329 -4.73849 0.13584  -0.02
F -1.07088 4.63362 0.15776  -0.25
F -3.25805 2.15758 -5.25780  -0.34
F -3.34096 2.17665 -0.21907  -0.05
F -4.04274 4.04465 -1.35913  -0.24
O -6.70135 -1.54532 2.66789  -0.45
O -5.57982 -2.95500 7.94811  -0.55
O 5.59575 -0.98110 -3.87998  -0.67
O -0.71514 4.17480 7.38767  -0.53
O 5.87992 5.17369 -6.89131  -0.54
O -4.25575 -3.67218 6.39185  -0.53
O -2.67528 4.33343 8.29309  -0.54
O -1.52892 -8.17302 -0.98516  -0.50
O -8.85030 -1.44398 2.91147  -0.53
O 6.49685 3.36819 -5.86934  -0.51
O 4.51157 -3.85827 -1.82777  -0.53
O 3.39409 4.56674 0.88201  -0.52
O 3.62665 6.51248 1.80562  -0.58
O 1.38485 1.07706 8.26389  -0.51
O 2.71406 1.12681 6.55499  -0.53
O 8.48680 0.58322 -7.40904  -0.49
O 2.65648 -2.83463 -1.38210  -0.61
O 8.93552 -1.48974 -6.97207  -0.50
O -4.29450 0.72022 5.46894  -0.59
O -0.24863 -8.97617 -2.53525  -0.53
O -2.96902 0.00448 3.91358  -0.50
O 5.14668 1.08954 -4.32338  -0.50
N -3.91052 0.65899 4.31234  0.96
N -1.77830 3.70916 7.76384  0.90
N 2.95892 5.59946 1.35931  0.91
N 2.13595 1.64426 7.49076  0.89
N 5.90085 0.14084 -4.25160  0.96
N 3.53425 -3.21537 -2.14345  0.89
N 5.76212 4.32418 -6.03021  0.88
N -5.19829 -3.01644 6.79416  0.92
N -3.47734 -3.36932 -0.92493  -0.46
N -1.16611 -8.28133 -2.13867  0.89
N 9.24021 -0.37000 -7.34051  0.82
N -7.84545 -1.68853 2.27373  0.83
N -4.92601 -1.73042 -2.22166  -0.75
C -3.66454 -1.28397 -1.96569  0.48
C 10.65665 -0.15528 -7.73940  -0.76
C -1.91434 -7.49006 -3.15104  -0.65
C 1.18195 -0.32257 0.58224  0.04
C -5.95479 -2.21799 5.79312  -0.56
C -3.67031 0.92859 -4.67222  -0.33
C 2.36941 3.09680 7.70450  -0.70
C 7.31629 0.35686 -4.64813  -0.59
C 2.60682 0.42376 0.65302  -0.95
C -1.64677 3.85711 -0.88685  0.20
C -0.74667 2.58701 -1.06594  -0.40
C 1.48286 5.76297 1.40344  -0.33
C -0.72882 -0.72383 -1.23380  0.26
C -3.15528 3.52703 -0.41866  0.53
C -4.66428 1.45758 3.30968  -0.55
C -2.00141 2.25228 7.55941  -0.50
C -1.53338 -4.80648 1.89586  -0.33
C -3.02272 0.03889 -2.31898  0.27
C -0.40466 -5.45957 2.83716  -0.96
C 4.61684 4.47040 -5.09287  -0.69
C 2.49438 1.98222 0.93904  -0.75
C 3.39600 -2.86086 -3.57937  -0.52
C -1.31022 -2.03090 -0.83156  0.74
C -3.92948 1.06090 -3.09621  -0.89
C -8.01877 -2.20730 0.89065  -0.68
C -1.62054 0.30473 -1.96517  0.38
C 0.76178 -0.33231 -0.94653  -0.46
C -1.06540 1.71638 -2.36386  -1.26
C -2.74146 -2.24318 -1.20995  0.54
C -0.37187 -2.99874 -0.04986  -0.14
H 0.31771 2.96138 -1.15900  0.16
H -5.69458 1.10645 3.31715  0.26
H 2.04291 3.61607 6.80646  0.27
H 11.27851 -0.38302 -6.87611  0.30
H -2.95348 -7.81016 -3.11464  0.28
H -2.16144 1.80412 8.53760  0.27
H -9.08116 -2.28262 0.67536  0.31
H -5.89091 -1.17348 6.09079  0.17
H 1.54448 2.18760 1.49988  0.13
H 10.78082 0.88089 -8.04208  0.32
H -0.73125 -6.47133 3.22505  0.27
H -7.54544 -3.18596 0.84515  0.27
H -0.77691 1.88866 -0.18317  0.20
H -5.01141 0.78761 -2.94230  0.59
H 3.11551 0.24236 -0.34198  0.22
H 3.43467 3.23676 7.87698  0.30
H -4.21300 1.30731 2.33256  0.09
H 2.48059 -2.28935 -3.71221  0.23
H -1.70852 2.26986 -3.09440  0.54
H -3.71669 2.13387 -2.83567  -0.21
H -6.98460 -2.56920 5.80312  0.30
H -7.53665 -1.50390 0.21424  0.26
H -5.50726 -2.36752 4.81504  0.25
H 1.40924 -1.37856 0.91992  0.13
H 1.79367 3.42056 8.56674  0.30
H -1.48548 -7.68174 -4.13099  0.31
H 10.86943 -0.82803 -8.56750  0.29
H 0.64668 -3.01038 -0.54290  -0.35
H 3.35586 -3.79027 -4.14462  0.31
H 2.54184 2.51210 -0.04870  0.17
H 1.23302 6.64831 0.82244  0.31
H -4.60077 2.50185 3.60745  0.31
H -2.51552 -5.33750 1.97932  0.50
H 0.49057 -5.61744 2.16863  0.29
H 1.19720 5.88202 2.44668  0.28
H -0.09111 -4.77412 3.67326  0.27
H -1.81526 -6.43927 -2.88373  0.20
H 7.93648 0.13223 -3.78192  0.32
H 7.53072 -0.31702 -5.47274  0.24
H 1.02120 4.87880 0.97603  -0.11
H -0.07253 1.55820 -2.88729  0.45
H -2.85248 0.17437 -4.85851  0.23
H 1.07464 0.65548 -1.38367  0.28
H -0.19600 -2.57842 0.98289  0.29
H 1.41155 -1.11927 -1.46997  -0.34
H -1.68317 -3.75860 2.30209  0.10
H 4.73198 5.42365 -4.58109  0.29
H 3.24063 -0.10084 1.43114  0.42
H 0.43062 0.13981 1.27711  0.37
H -2.87861 2.14061 6.92538  0.17
H 3.70420 4.44773 -5.68471  0.29
H 4.63830 3.64622 -4.38455  0.25
H 4.26836 -2.26460 -3.85434  0.17
H 3.41852 2.30116 1.50506  0.48
H 7.43947 1.39184 -4.95345  0.22
H -1.12366 1.82687 7.08057  0.23
H -4.58135 0.54627 -5.21144  0.32

Properties
Highest occupied orbital energy, eV: -8.1
Electronic energy, eV: -269041.69714
Kohn-Sham gap, eV: 7.072
2S+1: 1
Total charge: 0